[1]
DFT (ωB97M-V/def2-TZVPD) results for a 2-piece molecular cluster, C2H6N4O3 overall at a distorted geometry.

Last column: Mulliken charge in e.
Geometry (Å):
H: 0.8119 -1.2261 1.6773  0.217
H: -2.2570 -2.1954 0.4937  0.241
H: -0.5013 -1.0711 -2.4087  0.263
O: 1.6498 2.9844 0.1759  -0.211
C: -0.9355 -0.9557 -0.4312  0.740
C: 0.6525 0.5712 0.6450  0.058
O: 2.0440 4.2912 -1.5654  -0.228
O: -0.1731 0.1466 -0.3252  -0.287
N: -1.0297 -1.4605 -1.6372  -0.309
N: 1.8614 3.6529 -0.6822  1.359
N: 1.0430 -0.2354 1.5766  -0.256
H: 1.7200 0.1033 2.2518  0.263
H: -1.6655 -2.2153 -1.8653  0.229
N: -1.5925 -1.4384 0.6038  -0.358
H: -1.6279 -0.9517 1.4910  0.278

Its HOMO energy is -16.952 eV. As for the frontier orbital gap: 7.575 eV. Its relative energy (zero: lowest compared OMol25 entry of this formula, charge and spin) is 23.3 kcal/mol. For the LUMO energy, the calculation gives -9.38 eV. As for the net charge: +2. As for the spin multiplicity: 1.

[2]
DFT (ωB97M-V/def2-TZVPD) results for C61H71MoN3O4PSiTe as an isolated structure.

Last column: Mulliken charge in e.
Geometry (Å):
H: 8.0281 -1.0857 3.7889  0.417
H: -5.3041 -0.7690 1.1051  0.045
C: 1.6140 -3.3880 2.0838  -0.394
H: -1.6680 1.3801 3.8653  0.203
Te: -3.5922 1.1587 -0.4026  1.128
H: 7.5431 -3.5030 3.5840  0.384
H: -2.9497 0.4101 3.1397  0.535
C: -2.0137 0.9363 2.9311  -1.335
C: 5.4000 -2.3063 1.2518  -0.112
C: -6.0387 -0.8910 -4.1389  0.588
H: -1.4236 -0.4228 1.4098  -0.483
C: 1.0747 1.4782 4.4962  -1.807
C: 6.8477 -0.1725 -3.9405  -0.609
C: 4.8437 4.6636 1.6966  -0.652
H: -6.1468 -2.1525 -5.8807  0.363
C: -5.6694 2.5558 -2.6236  -1.680
H: -0.8673 -4.5061 0.0159  0.401
C: 0.8697 -2.7786 -3.8489  0.248
H: 4.9831 2.8590 -1.1589  0.336
C: -6.8025 -1.5396 -5.2605  -1.589
H: -6.4607 -0.5996 -0.2016  0.267
C: 1.4588 2.6264 0.0393  -0.851
C: 4.9780 -0.6707 -2.5072  0.323
H: 0.9590 3.5999 2.5243  0.248
C: 2.0483 -2.6604 -4.5762  -0.039
H: 1.7978 0.3449 -3.1469  0.067
C: 5.6412 -0.9330 1.3674  0.598
C: -0.1485 0.3837 -2.1930  0.268
H: 1.8530 1.7708 5.2056  0.480
C: -0.3536 -3.1148 -5.8910  -0.818
C: 5.6305 -0.8012 -3.7278  -0.534
Mo: 1.4962 -1.1310 -0.0790  0.319
H: 3.2058 -3.3420 3.5113  0.532
O: 2.1403 -2.4163 1.3777  -0.571
C: -0.1208 -5.0430 2.5304  -0.563
C: -6.2995 1.1396 1.0646  0.408
H: -6.5173 4.9380 1.6905  0.438
H: -1.2472 -3.0775 -3.9353  0.591
H: 4.8336 5.6912 2.0378  0.393
H: 2.0190 -1.0723 4.0906  0.481
C: 0.5190 -5.4340 3.6808  -0.949
H: -4.7333 3.0418 -2.3435  0.208
Si: 4.7274 0.2258 0.2097  -1.036
H: 2.9735 -2.4726 -4.0496  0.408
H: -6.3870 2.7576 -1.8253  0.299
H: 4.7459 1.5085 2.9021  0.538
H: 2.2445 -5.1294 4.9285  0.423
H: -0.5914 -0.9543 4.2979  0.192
C: 6.6059 -0.5181 2.2865  -0.355
C: 4.7957 2.3085 2.1702  -0.274
C: -5.3734 3.3645 0.8078  1.446
C: -6.4597 3.8666 1.5211  -0.723
H: 7.2279 1.2988 -0.9238  0.420
H: 0.4537 2.3491 4.3100  0.333
C: 4.9328 3.0618 -0.0947  -0.409
C: -7.3712 1.6874 1.7605  -0.878
C: 7.0164 -2.7881 2.9643  -0.515
H: -0.1348 4.2576 1.3207  0.487
H: 0.8385 1.8238 -3.3955  0.399
C: 2.6158 -0.2853 3.6236  -1.628
C: 0.9016 -2.6337 -2.3734  0.261
C: -8.6120 3.6235 2.7961  -1.581
C: -0.8613 -1.2594 3.2859  -1.804
H: -1.2918 -3.2814 -6.4044  0.416
N: 0.5171 -0.1211 -1.0825  0.574
H: 5.8718 -4.2834 1.9311  0.464
H: -0.1082 -1.9645 2.9406  0.205
C: -5.1764 -1.6367 -3.3432  -0.800
H: -6.0411 3.0165 -3.5387  0.461
H: 4.6658 -2.6660 0.5405  0.309
C: -1.0094 -0.0555 2.3553  1.904
H: -3.8870 -1.9632 -0.4178  0.154
C: 0.7971 0.7356 -3.3175  -1.162
H: 6.8448 0.5348 2.3839  0.371
C: -3.5705 -1.9455 -1.4637  -1.145
O: 3.1420 -0.1503 0.1648  1.707
C: -5.2845 1.9815 0.5803  -0.062
H: 2.2926 3.0480 0.6064  0.206
H: -3.5528 3.9431 -0.2422  0.161
H: -3.9745 4.9657 1.1348  0.513
C: 0.3997 -4.0169 1.7246  0.975
O: -1.3485 0.5138 -2.2889  -0.644
C: 0.8269 -3.0075 -6.6159  -0.407
H: 0.1088 -6.2204 4.2988  0.416
C: 6.7638 0.7090 -1.7081  -0.234
C: 6.0760 -3.2251 2.0399  -0.626
H: -4.8823 5.0904 -0.3655  0.400
C: -4.3823 4.3863 0.3035  -2.116
C: -5.4757 1.0777 -2.8266  0.873
H: -3.5802 -2.9675 -1.8436  0.457
C: 2.2726 -3.8238 3.2493  -0.605
H: -1.0415 -5.5262 2.2237  0.466
H: 2.9470 -2.6932 -6.5213  0.432
C: -0.1891 -3.7666 0.4389  -0.974
N: -0.1398 -2.9912 -1.6864  -0.736
C: -6.1717 0.4597 -3.8655  -1.073
H: -7.0411 -0.8370 1.4514  0.439
O: 1.9996 -2.1676 -1.8313  -0.707
H: -0.5739 1.9996 0.4062  -0.369
H: 4.9692 5.1868 -0.3805  0.420
H: -2.5410 -1.5888 -1.4819  -0.192
H: -1.8116 -1.7942 3.3471  0.505
C: 0.3359 2.1926 0.9896  1.375
C: -6.2782 -0.3490 0.8454  -1.348
H: 0.4631 0.7221 4.9884  0.290
C: 0.0719 3.3744 1.9302  -1.989
H: -9.0523 4.4808 2.2850  0.364
H: 2.4054 1.6804 2.8220  -0.835
H: 0.8089 -3.0959 -7.6946  0.414
C: 4.7821 3.6238 2.6145  -0.872
C: 7.2855 -1.4330 3.0813  -0.828
H: -7.2748 -0.7940 -5.8994  0.366
C: -4.4748 -1.0701 -2.2873  1.041
C: 1.7434 0.9116 3.2411  2.296
H: 8.3682 1.0770 -3.0820  0.405
C: 4.9216 4.3802 0.3405  -0.749
C: -7.4664 3.0492 2.0088  0.652
H: -5.0466 -2.6949 -3.5477  0.395
H: 1.0793 3.4125 -0.6182  0.593
H: 0.3917 0.3439 -4.2501  0.427
C: -4.6356 0.2984 -2.0263  0.122
H: -2.2498 1.7375 2.2349  -0.010
C: 4.8663 1.9985 0.8088  1.003
N: 0.1642 -2.8007 -0.3321  1.205
H: 4.7278 3.8374 3.6750  0.437
C: 7.4167 0.5845 -2.9249  -0.906
C: 5.5324 0.0887 -1.4759  0.114
H: -7.5872 -2.1926 -4.8725  0.297
C: 2.0269 -2.7806 -5.9577  -0.751
H: 1.8555 1.8203 -0.5718  -0.347
H: 3.3704 0.0323 4.3487  0.651
C: 1.7270 -4.8163 4.0300  -0.752
H: -8.2763 3.9660 3.7771  0.316
H: -6.8277 1.0644 -4.4832  0.365
H: 5.1878 -1.3981 -4.5162  0.431
H: 7.3540 -0.2720 -4.8924  0.390
P: 0.6465 0.5493 1.7950  0.755
H: 4.0238 -1.1636 -2.3676  -0.115
H: -8.1504 1.0262 2.1252  0.315
C: -0.3350 -3.0037 -4.5108  -0.353
H: -9.3955 2.8826 2.9521  0.354
H: 3.1282 -0.7177 2.7662  -0.167
H: -0.7703 3.2333 2.6006  0.390

Its HOMO energy (alpha / beta) is -7.308 / -7.309 eV. As for the frontier orbital gap (alpha / beta): 6.633 / 6.779 eV. Its relative energy (zero: lowest compared OMol25 entry of this formula, charge and spin) is 19.8 kcal/mol. For the LUMO energy (alpha / beta), the calculation gives -0.67 / -0.53 eV. As for the spin multiplicity: 2.

[3]
DFT (ωB97M-V/def2-TZVPD) results for C5H6O3 as an isolated structure at a distorted geometry.

Last column: Mulliken charge in e.
Geometry (Å):
C: 0.2128 0.6281 0.4280  0.135
C: 0.9388 0.2402 -0.7394  0.588
O: 1.2224 1.2671 -1.6617  -0.606
H: 0.0626 -1.1808 1.5209  0.239
C: -0.6733 -0.5553 0.9330  0.333
C: 0.0396 -0.7505 -1.2854  -0.718
H: 1.9644 1.9684 -0.9930  0.418
H: -0.0251 -1.2766 -2.2624  0.345
C: -0.9661 -1.0744 -0.4081  -0.425
H: 1.7588 -0.2251 -0.1517  0.155
H: -1.2959 0.7578 2.2301  0.335
O: -1.7237 0.1440 1.6227  -0.547
H: -1.9290 -1.5768 -0.4270  0.411
O: 0.4138 1.6340 1.1939  -0.664

Its HOMO energy is -9.852 eV. As for the frontier orbital gap: 10.008 eV. Its relative energy (zero: lowest compared OMol25 entry of this formula, charge and spin) is 78.4 kcal/mol. For the LUMO energy, the calculation gives 0.16 eV. As for the spin multiplicity: 1.

| no. | total energy (a.u.) |
| --- | --- |
| 1 | -523.717714 |
| 2 | -3799.522009 |
| 3 | -419.714530 |